No. 1
# C5H5NO2

The molecule C5H5NO2 at a distorted geometry (ωB97M-V/def2-TZVPD, the Open Molecules 2025 dataset).

```
13
Properties=species:S:1:pos:R:3:forces:R:3:mulliken_charge:R:1
O -1.798066 -0.862237 -0.796789 6.64 8.56 -0.06 -0.4004
O -0.611620 -1.786765 0.896253 0.73 2.11 -1.25 -0.5002
N 2.882485 -0.323222 0.012766 -8.99 -1.91 -3.03 -0.4628
C -1.015283 2.163825 0.361927 0.75 1.44 0.20 -1.1222
C 0.334230 1.581931 -0.151330 -4.96 -4.63 1.60 -0.2033
C 0.444956 0.156446 -0.234395 -3.74 4.12 0.67 0.6092
C -0.657272 -0.877448 0.085328 -2.55 -1.61 -0.47 0.3346
C 1.656326 -0.445962 -0.312935 13.08 1.28 2.90 -0.0384
H -1.474318 1.471586 0.999777 -1.47 -1.42 0.04 0.3427
H 0.877771 2.410014 -0.348838 3.32 1.36 -1.05 0.4911
H -1.076181 3.042817 1.080162 1.66 -0.64 -0.63 0.3608
H -2.202663 -1.602648 -0.690319 -4.18 -7.66 1.42 0.2812
H -1.602254 2.660039 -0.417435 -0.29 -1.01 -0.35 0.3077
```
Forces are in eV/Å.

E_LUMO	-0.86	eV
SMILES	C/C=C(/C#N)C(=O)O
molecular weight	111.10	g mol⁻¹
maximum force	13.46	eV/Å
frontier orbital gap	9.0	eV
HOMO level	-0.364	hartree
relative energy (zero: lowest compared OMol25 entry of this formula, charge and spin)	98.3	kcal per mole

=====

No. 2
# C42H98O30P6

A 8-piece molecular cluster, C42H98O30P6 overall at a distorted geometry (ωB97M-V/def2-TZVPD, the Open Molecules 2025 dataset).

```
176
Properties=species:S:1:pos:R:3:forces:R:3:mulliken_charge:R:1
P 10.040215 13.184605 17.886060 -1.86 -2.06 4.21 0.4552
P 14.941395 22.517135 20.171750 1.15 1.07 0.27 0.4878
P 13.095505 20.948115 14.542470 0.46 -0.40 -0.58 0.5421
P 18.355125 17.490515 9.659650 -0.31 0.37 0.47 0.5591
P 10.957685 12.777215 10.541570 1.14 -0.73 0.66 0.4132
P 19.515725 13.564175 17.479910 2.36 0.90 -0.27 0.8492
O 12.508545 9.673425 15.758920 -0.05 -0.30 -1.37 -0.4403
O 13.108055 22.543065 14.447850 0.25 -0.13 -0.11 -0.4266
O 16.478405 16.708135 15.143820 -2.50 0.12 0.42 -0.6445
O 11.265795 12.047975 11.848960 -1.18 1.74 -2.46 -0.1547
O 14.426435 17.166095 16.073220 1.98 2.90 0.61 -0.0696
O 11.998245 20.352365 15.347430 1.63 0.35 -0.56 -0.6730
O 19.041385 16.227885 9.316460 -0.53 1.40 -0.30 -0.8077
O 18.143625 12.970695 17.965110 1.23 -0.67 0.89 -0.2551
O 10.742405 13.364865 16.655830 1.59 0.21 -2.39 0.1186
O 13.800405 11.411155 15.764290 1.17 1.59 -0.33 -0.1560
O 13.116285 20.507645 12.959190 -0.90 0.82 1.65 -0.4828
O 13.727995 21.517975 20.435380 -0.51 1.58 0.29 -0.2638
O 20.547445 13.071545 18.639460 -1.57 0.09 -0.59 -0.3395
O 8.856685 12.016405 17.939830 1.69 4.02 -0.59 -0.5144
O 17.410115 17.345165 10.931480 0.08 0.86 -0.64 0.4410
O 12.290085 13.348945 9.810500 -1.28 -0.90 1.12 -0.4503
O 14.710255 15.334405 15.001260 0.26 -1.03 -1.02 -0.1783
O 9.949305 14.081535 10.553620 1.90 -2.06 -2.09 -0.2540
O 11.022375 12.714455 19.175980 -3.14 1.04 -1.99 -0.3331
O 19.271655 15.156725 17.775810 1.00 -2.90 1.34 -0.1775
O 14.337095 23.995035 20.459000 -0.09 -0.68 -0.26 -0.4104
O 13.899905 9.989955 17.521290 -0.79 0.88 -2.38 -0.6149
O 20.035425 13.297035 16.105380 -1.16 0.15 1.91 -0.7799
O 19.290915 18.699045 10.082210 0.92 -0.91 -1.26 -0.3365
O 15.065915 22.532855 18.553760 0.18 -0.87 0.89 0.5229
O 14.648565 20.615865 15.001690 -2.72 -0.41 0.18 0.4200
O 17.320775 18.213975 8.619860 2.51 0.18 2.06 -0.3437
O 9.249015 14.465275 18.394170 -0.26 -1.96 -0.84 -0.4392
O 16.198045 22.239825 20.922570 -1.65 0.35 -1.14 -0.7666
O 10.310595 11.831315 9.380470 2.42 2.70 0.83 -0.3780
C 13.408025 19.713885 18.844640 0.97 1.01 -0.09 0.0748
C 9.251695 11.002525 9.688780 -1.06 -2.35 -0.15 -0.1045
C 16.409115 24.458045 17.875780 0.38 -0.63 -0.05 -1.2594
C 13.199185 23.368845 15.661780 -0.92 -1.00 0.05 0.4503
C 14.586205 13.599495 10.924770 -1.80 -0.24 0.45 0.0748
C 21.272795 14.589245 20.280140 -0.12 1.22 0.85 -0.8993
C 20.343845 13.435235 20.054140 0.04 0.16 -0.82 -0.1655
C 20.276495 16.746745 16.200500 0.81 0.07 0.24 -1.4983
C 13.255775 14.244635 10.479210 0.38 0.16 -0.83 0.4434
C 9.421295 10.751475 17.754460 0.32 -1.91 0.29 0.2804
C 8.895125 10.257885 8.372390 -0.96 -0.21 1.24 -1.3143
C 18.878665 19.979825 10.488120 -1.45 0.50 1.30 0.2872
C 12.732625 25.872375 20.011580 -0.04 -0.77 0.58 -1.3293
C 15.301065 16.463435 15.362710 2.03 -0.23 0.21 0.2018
C 13.465915 10.331725 16.423060 0.04 -1.43 2.65 0.5207
C 17.838905 16.547525 12.021430 0.11 -1.29 0.83 -0.2468
C 14.314605 18.607585 12.372770 0.74 0.16 -0.23 -0.0103
C 16.952565 20.456055 14.524430 0.15 -0.03 0.03 -0.6501
C 8.461105 9.890195 16.941000 -0.26 0.29 0.38 -1.4165
C 13.085015 24.408485 19.790180 0.41 -1.47 0.05 0.6639
C 17.013765 13.005785 17.181910 -3.02 0.44 -0.92 -0.6040
C 12.402445 10.254875 14.402090 -0.15 -1.44 0.00 -0.3752
C 13.865925 20.141955 20.259400 0.03 -2.79 -1.02 -0.7022
C 9.861995 16.725135 17.447350 1.03 -1.03 -0.44 -0.5397
C 19.065565 16.050525 16.763810 -0.80 2.09 -1.84 0.3660
C 9.206635 14.423145 11.653350 -0.26 1.00 2.21 -0.4140
C 12.974845 11.981125 20.207020 -0.24 0.04 -0.71 -1.4229
C 19.122305 16.914355 12.803260 -0.72 0.70 -0.75 -0.7667
C 15.635725 21.114835 14.145740 1.99 0.39 -1.02 -0.4063
C 16.289345 22.907865 17.901370 -0.44 1.85 -0.59 0.2084
C 13.339045 15.395375 15.271180 -1.84 -0.85 1.01 2.1860
C 10.163685 14.894365 12.728520 -0.57 -0.44 1.63 -0.3092
C 9.982845 15.635695 18.587870 -0.90 2.99 0.87 -0.1958
C 15.540565 16.496565 8.560160 1.88 -0.50 -0.82 -0.6875
C 12.225595 24.524685 15.589880 0.69 -0.03 -0.11 -1.3214
C 13.153625 16.636895 16.166930 -0.53 -0.82 -1.26 -0.1039
C 15.882215 13.918895 17.765850 0.55 -0.03 0.17 -0.2625
C 12.401095 12.884205 19.094060 2.01 -0.55 0.49 0.7932
C 13.016795 11.602835 14.564120 -0.53 0.52 0.84 0.7963
C 16.586605 17.412265 7.793850 -3.57 -0.79 -1.03 -0.6439
C 19.514615 21.120815 9.764260 0.69 -0.78 -0.93 -1.4170
C 12.946265 19.114685 12.611510 -0.28 -0.45 0.31 -0.6691
H 20.569445 20.864645 9.665290 0.24 0.44 0.21 0.3057
H 13.260725 19.474785 20.873170 -0.39 1.10 1.07 0.3672
H 9.620745 15.028785 13.664070 -0.29 0.33 0.09 0.4061
H 12.871735 10.951725 19.863790 0.02 -0.07 0.24 0.3117
H 21.132765 15.320935 19.484450 0.29 -0.20 -0.17 0.1326
H 16.674985 24.854955 18.855520 0.11 0.04 -0.10 0.3735
H 19.292915 13.675495 20.215150 0.03 0.29 -0.10 0.1834
H 18.406305 16.805855 17.191530 -0.08 0.15 -0.04 0.3091
H 16.842165 19.397935 14.287190 -0.07 -0.24 0.62 -0.2324
H 14.951945 16.950095 9.357610 0.26 0.46 -0.24 0.0595
H 19.367215 22.058615 10.299880 0.02 -0.08 -0.15 0.3826
H 9.736055 9.672925 7.999890 0.29 0.83 -0.38 0.3197
H 13.710545 11.871155 13.767370 -0.37 0.15 0.09 -0.1502
H 12.330585 19.787035 18.696790 0.00 0.17 0.24 0.2342
H 20.906295 17.179275 16.977920 -0.12 0.18 0.17 0.3935
H 19.928655 17.543415 15.542910 0.06 0.04 0.01 0.3313
H 13.554935 26.569545 19.850810 0.04 -0.23 -0.14 0.3200
H 10.677475 15.835195 12.531160 0.04 -0.16 -0.40 0.1456
H 13.129085 24.075985 18.753060 0.44 0.60 -0.34 -0.5164
H 8.353295 10.916625 7.693720 0.75 0.06 -0.40 0.3200
H 12.377765 23.679165 20.185140 -0.65 0.63 0.33 0.3798
H 9.679965 10.486225 18.779560 -0.36 -1.17 -0.06 0.3690
H 17.185685 22.449345 18.319020 -0.28 -0.10 0.29 0.4161
H 16.184765 22.613655 16.857050 -0.11 -0.47 0.12 -0.3333
H 18.527085 15.669775 15.895960 -0.19 -0.57 0.22 0.0476
H 9.508015 16.035015 19.484070 -0.11 0.42 0.00 0.3596
H 14.673365 19.337035 11.646610 0.89 -0.42 -0.06 0.3677
H 13.003385 9.755535 13.642070 0.12 -0.89 0.49 0.3483
H 8.179645 9.452875 8.540100 -0.31 0.06 0.57 0.4209
H 17.801655 20.725995 13.896510 -0.15 0.62 -0.12 0.3910
H 8.801335 8.856515 16.878880 -0.03 0.07 0.02 0.3821
H 11.366535 10.111105 14.094980 0.07 0.73 0.15 0.2648
H 16.975325 16.602195 12.684260 0.27 -0.17 0.31 -0.1191
H 12.738325 13.907785 19.257340 -0.36 0.38 0.10 0.1909
H 15.633425 13.789335 18.819150 0.21 -0.92 0.10 0.5171
H 12.370095 19.038995 11.689340 -0.37 0.32 0.27 0.4042
H 13.712855 18.710475 18.547400 0.20 0.00 0.27 0.0468
H 14.840645 18.677575 13.324870 0.43 -0.07 -0.22 -0.4919
H 12.791455 25.319245 15.103490 -0.55 0.41 0.05 0.3533
H 20.940045 16.095265 15.631830 -0.21 -0.23 -0.10 0.3471
H 13.902185 20.438355 18.197300 -0.21 -0.31 -0.60 -0.2391
H 16.133135 14.979095 17.799050 0.27 0.16 -0.74 0.2371
H 21.009775 15.161095 21.170040 -0.24 -0.18 0.33 0.3421
H 16.163485 15.709915 8.985900 -0.33 -0.30 0.36 0.3004
H 17.204515 16.899555 7.056680 0.04 -0.54 0.38 0.3441
H 12.026975 24.762155 16.635000 -0.23 0.48 -0.13 0.2347
H 12.744905 12.613025 18.095890 0.22 -0.22 0.04 -0.2939
H 15.609855 22.204515 14.139830 0.30 0.14 0.35 0.4429
H 12.914115 16.457475 17.215050 -0.05 -0.19 -0.12 -0.1085
H 10.383565 10.699675 17.245110 0.16 0.68 -0.33 -0.1319
H 15.945385 18.065495 7.202050 0.24 0.41 -0.13 0.3633
H 8.581265 13.596915 11.991510 0.06 -0.11 0.17 0.2648
H 13.414495 14.917935 9.636850 0.25 0.42 0.46 0.1245
H 10.832195 14.082705 13.015570 0.40 0.13 -0.39 -0.1699
H 22.325625 14.351545 20.432310 -0.09 -0.35 -0.47 0.2965
H 12.504305 18.523945 13.413880 -0.62 0.39 0.08 0.1844
H 17.202765 13.284855 16.145330 0.37 0.52 0.00 0.3003
H 12.986945 14.530105 15.832820 0.34 -0.37 -0.21 -0.8982
H 8.424525 11.511255 10.183840 -0.31 0.42 -0.54 0.2951
H 12.424455 17.300405 15.701990 0.06 0.32 0.36 0.4010
H 11.299195 24.338035 15.046710 0.13 -0.23 0.16 0.3649
H 17.792855 20.048285 10.421580 -0.16 -0.01 -0.05 0.2045
H 12.241075 12.334855 14.788880 0.32 0.41 -0.17 -0.2375
H 14.022825 12.150425 20.454360 -0.02 0.18 -0.25 0.3415
H 14.884345 16.019055 7.832520 -0.05 0.11 -0.05 0.4783
H 12.374715 12.142535 21.102500 0.04 -0.06 0.03 0.3932
H 8.540705 15.259765 11.441940 -0.03 -0.13 -0.63 0.3973
H 19.347745 16.131285 13.527180 -0.27 0.13 0.08 0.2497
H 15.519365 24.981405 17.525730 -0.37 -0.39 0.15 0.2052
H 9.554425 10.280295 10.446960 0.28 -0.24 -0.02 0.2444
H 15.541355 20.837305 13.095900 -0.82 -0.06 0.01 0.4412
H 14.889285 12.878305 10.165740 0.53 0.21 0.25 0.4197
H 14.376855 13.124785 11.883370 0.02 -0.68 -0.16 -0.4680
H 20.021535 17.066605 12.206350 -0.17 -0.24 -0.36 0.4770
H 10.984805 15.458785 18.978860 0.40 -0.17 -0.79 0.0661
H 19.110335 20.065865 11.549730 0.11 -0.13 0.16 0.1920
H 15.300335 14.358085 11.245180 0.20 0.16 -0.83 -0.0587
H 10.526255 16.444705 16.629910 0.12 -0.18 -0.07 -0.2216
H 14.185005 23.801825 15.831440 0.32 -0.52 -0.48 -0.0281
H 16.611115 12.002625 17.041730 0.04 -0.22 0.56 0.4018
H 8.354415 10.306905 15.939470 0.39 -0.02 -0.14 0.2779
H 12.972775 22.726085 16.512480 0.03 -0.09 0.03 0.0867
H 17.233355 20.627285 15.563640 -0.07 -0.26 0.02 0.2634
H 14.882205 19.856585 20.531140 0.23 -0.05 -0.51 0.3899
H 20.543005 12.591915 20.715390 0.26 -0.27 -0.49 0.3735
H 7.441875 9.938415 17.324320 0.08 -0.22 0.40 0.3691
H 11.885635 26.143065 19.381140 0.09 -0.04 -0.13 0.3805
H 8.917115 16.873735 16.924640 -0.46 -0.53 0.71 0.3942
H 19.154285 21.158695 8.736230 -0.21 0.33 0.04 0.3160
H 14.961385 13.755325 17.206020 0.08 0.06 -0.15 -0.3530
H 18.917065 17.873985 13.277710 0.18 -0.06 0.46 -0.0303
H 12.837455 14.768095 11.338920 -0.46 0.00 -0.21 -0.1065
H 14.402245 17.591905 11.987010 -0.20 0.02 -0.08 0.3480
H 17.912395 15.526155 11.647940 0.10 -0.14 0.06 0.4154
H 12.754685 15.419785 14.351390 0.16 0.23 -0.13 -0.8061
H 10.190625 17.730315 17.711380 0.09 -0.17 0.65 0.3337
H 12.391735 25.961065 21.043100 0.11 0.27 0.04 0.3439
H 17.156015 24.711115 17.123320 0.39 0.08 0.25 0.4625
```
Forces are in eV/Å.

E_LUMO	0.29	eV
SMILES	CCOP(=O)(OCC)OCC.CCOP(=O)(OCC)OCC.CCOP(=O)(OCC)OCC.CCOP(=O)(OCC)OCC.CCOP(=O)(OCC)OCC.CCOP(=O)(OCC)OCC.O=C1OCCO1.O=C1OCCO1
molecular weight	1269.06	g mol⁻¹
maximum force	5.04	eV/Å
frontier orbital gap	10.4	eV
HOMO level	-0.372	hartree
relative energy (zero: lowest compared OMol25 entry of this formula, charge and spin)	78.8	kcal per mole